# 1
{"formula": "C21H22AuClN3S2", "method": "ωB97M-V/def2-TZVPD", "symbols": ["Au", "C", "N", "C", "C", "N", "C", "C", "C", "C", "C", "C", "C", "S", "C", "C", "C", "C", "C", "C", "S", "H", "H", "H", "H", "H", "H", "H", "H", "H", "H", "H", "H", "H", "H", "H", "H", "H", "H", "Cl", "C", "C", "C", "C", "N", "C", "H", "H", "H", "H"], "coordinates": [[-0.03, -0.01, 0.85], [2.56, -0.80, -0.79], [1.46, 0.12, -1.06], [0.67, -0.32, -2.22], [-0.72, 0.30, -2.22], [-1.51, -0.14, -1.07], [-2.62, 0.78, -0.80], [-1.99, -1.49, -1.23], [-2.99, -1.76, -2.16], [-3.52, -3.03, -2.30], [-3.04, -4.07, -1.53], [-2.03, -3.84, -0.62], [-1.50, -2.55, -0.46], [-0.26, -2.39, 0.75], [1.94, 1.47, -1.22], [2.95, 1.74, -2.14], [3.48, 3.01, -2.29], [3.00, 4.05, -1.52], [1.99, 3.82, -0.62], [1.45, 2.53, -0.45], [0.20, 2.38, 0.75], [3.21, -0.95, -1.66], [2.16, -1.76, -0.48], [3.16, -0.40, 0.03], [0.58, -1.41, -2.18], [1.18, -0.06, -3.16], [-1.22, 0.04, -3.16], [-0.63, 1.39, -2.18], [-3.25, 0.93, -1.68], [-2.21, 1.75, -0.49], [-3.22, 0.38, 0.01], [-3.37, -0.96, -2.77], [-4.31, -3.20, -3.02], [-3.46, -5.06, -1.63], [-1.64, -4.64, -0.02], [3.33, 0.94, -2.76], [4.27, 3.18, -3.00], [3.41, 5.05, -1.61], [1.58, 4.62, -0.01], [2.58, 1.03, 5.93], [1.15, 0.46, 5.17], [0.06, 0.02, 5.90], [-1.06, -0.43, 5.21], [-1.05, -0.42, 3.83], [0.01, 0.00, 3.14], [1.08, 0.43, 3.78], [0.08, 0.02, 6.98], [-1.93, -0.78, 5.74], [-1.89, -0.76, 3.26], [1.91, 0.77, 3.18]], "lowdin_charge": [0.784, -0.076, -0.225, -0.145, -0.145, -0.223, -0.076, -0.292, -0.028, -0.061, -0.066, -0.115, -0.600, 0.664, -0.292, -0.027, -0.060, -0.066, -0.114, -0.599, 0.667, 0.097, 0.045, 0.105, 0.128, 0.140, 0.140, 0.127, 0.097, 0.044, 0.106, 0.114, 0.110, 0.114, 0.102, 0.114, 0.110, 0.114, 0.102, 0.746, -0.637, -0.045, -0.018, -0.121, -0.059, -0.150, 0.123, 0.122, 0.113, 0.111], "total_charge": 1, "homo_lumo_gap_ha": 0.2038}



# 2
{"formula": "C41H33F10GeMnN4OS", "method": "ωB97M-V/def2-TZVPD", "symbols": ["Mn", "C", "N", "C", "C", "N", "C", "C", "F", "C", "F", "C", "F", "C", "F", "C", "F", "C", "C", "N", "C", "C", "F", "C", "F", "C", "F", "C", "F", "C", "F", "H", "H", "H", "H", "H", "H", "H", "H", "H", "H", "H", "O", "H", "H", "S", "C", "N", "C", "C", "C", "C", "H", "H", "H", "H", "H", "C", "Ge", "C", "C", "C", "C", "C", "C", "C", "C", "C", "C", "C", "C", "C", "C", "C", "C", "C", "C", "H", "H", "H", "H", "H", "H", "H", "H", "H", "H", "H", "H", "H", "H", "H"], "coordinates": [[1.08, 1.20, -0.27], [2.84, -2.74, -0.49], [2.01, -1.79, 0.20], [0.74, -2.38, 0.59], [-0.33, -2.36, -0.47], [-0.74, -0.99, -0.85], [-1.50, -0.86, -1.96], [-1.78, 0.37, -2.62], [-1.35, 1.56, -2.18], [-2.55, 0.46, -3.77], [-2.75, 1.67, -4.32], [-3.08, -0.65, -4.40], [-3.80, -0.54, -5.53], [-2.85, -1.87, -3.80], [-3.38, -2.98, -4.33], [-2.11, -1.96, -2.63], [-2.08, -3.22, -2.11], [2.69, -1.18, 1.33], [3.73, -0.16, 0.94], [3.10, 1.01, 0.35], [3.90, 2.04, 0.06], [3.34, 3.18, -0.57], [2.01, 3.11, -0.89], [4.00, 4.35, -0.87], [3.33, 5.37, -1.43], [5.35, 4.47, -0.61], [6.02, 5.61, -0.88], [5.98, 3.37, -0.05], [7.30, 3.44, 0.19], [5.30, 2.21, 0.25], [6.07, 1.21, 0.75], [3.22, -3.53, 0.19], [3.70, -2.25, -0.94], [2.28, -3.23, -1.28], [0.35, -1.85, 1.46], [0.88, -3.44, 0.89], [-1.18, -2.92, -0.06], [0.01, -2.90, -1.36], [3.16, -1.96, 1.96], [1.94, -0.66, 1.93], [4.47, -0.62, 0.27], [4.27, 0.11, 1.85], [0.56, 2.72, 1.36], [1.01, 2.54, 2.19], [0.80, 3.62, 1.12], [1.63, 0.84, -2.91], [2.13, -0.66, -3.42], [1.20, -1.66, -3.58], [1.47, -2.92, -4.00], [2.73, -3.29, -4.32], [3.75, -2.31, -4.17], [3.47, -1.05, -3.74], [0.26, -1.39, -3.32], [0.62, -3.59, -4.05], [2.94, -4.29, -4.65], [4.78, -2.58, -4.40], [4.24, -0.31, -3.61], [-0.40, 0.15, 0.08], [-1.77, 0.36, 1.36], [-2.77, -1.33, 1.67], [-3.61, -1.82, 0.67], [-4.25, -3.04, 0.79], [-4.06, -3.81, 1.93], [-3.23, -3.34, 2.95], [-2.60, -2.11, 2.81], [-1.17, 0.97, 3.14], [-1.71, 2.09, 3.76], [-1.21, 2.56, 4.97], [-0.15, 1.92, 5.59], [0.40, 0.79, 4.99], [-0.11, 0.33, 3.78], [-3.21, 1.63, 0.87], [-2.89, 2.78, 0.15], [-3.86, 3.71, -0.19], [-5.18, 3.51, 0.19], [-5.52, 2.38, 0.91], [-4.54, 1.45, 1.24], [-3.77, -1.23, -0.23], [-4.89, -3.40, 0.00], [-4.55, -4.77, 2.03], [-3.08, -3.94, 3.84], [-1.96, -1.76, 3.61], [-2.54, 2.61, 3.29], [-1.65, 3.44, 5.43], [0.25, 2.29, 6.53], [1.23, 0.28, 5.46], [0.34, -0.55, 3.33], [-1.86, 2.92, -0.18], [-3.58, 4.59, -0.76], [-5.94, 4.24, -0.08], [-6.55, 2.21, 1.20], [-4.83, 0.56, 1.81]], "lowdin_charge": [0.474, -0.093, -0.197, -0.200, -0.156, -0.121, -0.179, -0.164, 0.036, -0.145, 0.108, -0.163, 0.093, -0.163, 0.096, -0.154, 0.042, -0.211, -0.227, -0.036, -0.205, -0.148, -0.028, -0.158, 0.103, -0.168, 0.081, -0.161, 0.094, -0.130, 0.051, 0.088, 0.073, 0.068, 0.082, 0.127, 0.110, 0.101, 0.122, 0.086, 0.106, 0.116, -0.048, 0.073, 0.073, 0.773, -0.724, 0.072, -0.090, -0.078, -0.070, -0.085, 0.105, 0.131, 0.099, 0.108, 0.107, -0.400, 0.936, -0.260, -0.127, -0.094, -0.110, -0.103, -0.104, -0.265, -0.101, -0.100, -0.113, -0.099, -0.129, -0.265, -0.112, -0.094, -0.113, -0.105, -0.113, 0.102, 0.099, 0.091, 0.093, 0.086, 0.095, 0.094, 0.092, 0.096, 0.078, 0.080, 0.096, 0.090, 0.092, 0.094], "total_charge": -1, "spin_multiplicity": 2, "homo_lumo_gap_ha": [0.1913, 0.2072]}



# 3
{"formula": "C26H69AlNO8", "method": "ωB97M-V/def2-TZVPD", "symbols": ["C", "C", "O", "N", "C", "C", "C", "C", "C", "Al", "C", "C", "C", "C", "C", "H", "H", "H", "H", "H", "H", "H", "H", "H", "H", "H", "H", "H", "H", "H", "H", "H", "H", "H", "H", "H", "H", "H", "H", "H", "H", "H", "C", "C", "O", "H", "H", "H", "H", "H", "H", "C", "C", "O", "H", "H", "H", "H", "H", "H", "C", "C", "O", "H", "H", "H", "H", "H", "H", "C", "C", "O", "H", "H", "H", "H", "H", "H", "C", "C", "O", "H", "H", "H", "H", "H", "H", "C", "C", "O", "H", "H", "H", "H", "H", "H", "C", "C", "O", "H", "H", "H", "H", "H", "H"], "coordinates": [[-0.86, -0.25, 1.45], [-1.41, 0.60, 0.34], [-0.71, 0.92, -0.65], [-2.82, 0.91, 0.41], [-3.49, -0.21, -0.27], [-3.12, 2.21, -0.20], [-3.67, 3.30, 0.74], [-3.02, 4.66, 0.45], [-1.89, 5.16, 1.39], [-0.97, 3.86, 2.67], [1.05, 3.85, 2.55], [1.55, 2.97, 1.37], [2.14, 3.74, 0.19], [3.55, 4.27, 0.55], [2.19, 2.85, -1.06], [-1.08, -1.31, 1.28], [0.21, -0.11, 1.50], [-1.28, 0.02, 2.41], [-3.00, -1.13, 0.05], [-4.55, -0.26, -0.01], [-3.35, -0.14, -1.36], [-3.86, 2.03, -0.99], [-2.22, 2.59, -0.69], [-4.74, 3.40, 0.53], [-3.57, 3.00, 1.78], [-2.63, 4.62, -0.58], [-3.81, 5.42, 0.42], [-2.30, 5.96, 2.01], [-1.12, 5.63, 0.77], [-1.46, 4.25, 4.20], [-1.46, 2.36, 2.36], [1.40, 3.39, 3.49], [1.52, 4.84, 2.51], [2.33, 2.27, 1.72], [0.73, 2.34, 1.01], [1.50, 4.61, -0.01], [4.12, 4.54, -0.34], [3.48, 5.17, 1.17], [4.11, 3.51, 1.10], [2.95, 3.20, -1.76], [1.22, 2.84, -1.57], [2.42, 1.81, -0.77], [2.34, 6.75, -2.39], [0.88, 7.17, -2.37], [0.55, 7.94, -1.22], [2.58, 6.17, -1.50], [2.56, 6.15, -3.27], [2.98, 7.63, -2.40], [0.23, 6.29, -2.33], [0.63, 7.73, -3.27], [1.10, 8.72, -1.21], [0.05, -4.36, -1.51], [-1.40, -3.91, -1.66], [-1.90, -3.29, -0.47], [0.14, -5.05, -0.67], [0.40, -4.86, -2.42], [0.69, -3.50, -1.32], [-2.05, -4.77, -1.84], [-1.49, -3.23, -2.50], [-1.35, -2.52, -0.30], [3.50, -7.62, -4.61], [2.97, -6.92, -3.37], [1.59, -6.59, -3.48], [3.35, -6.99, -5.49], [4.56, -7.84, -4.51], [2.97, -8.56, -4.77], [3.49, -5.98, -3.21], [3.13, -7.54, -2.48], [1.09, -7.40, -3.60], [-3.67, -5.79, 0.70], [-4.83, -6.42, -0.03], [-4.70, -7.84, -0.16], [-2.73, -6.01, 0.19], [-3.77, -4.71, 0.76], [-3.59, -6.18, 1.72], [-4.89, -6.04, -1.05], [-5.78, -6.18, 0.47], [-4.65, -8.21, 0.72], [2.62, -0.30, -3.32], [4.06, 0.02, -3.69], [4.86, 0.38, -2.57], [2.16, 0.54, -2.80], [2.03, -0.54, -4.20], [2.59, -1.16, -2.64], [4.09, 0.89, -4.36], [4.51, -0.83, -4.22], [4.84, -0.36, -1.95], [3.39, -2.40, 0.89], [3.00, -0.99, 1.32], [2.19, -0.99, 2.49], [2.50, -3.00, 0.72], [3.99, -2.38, -0.02], [3.98, -2.89, 1.67], [2.40, -0.51, 0.55], [3.90, -0.38, 1.48], [2.69, -1.38, 3.21], [-3.76, -0.71, 6.47], [-3.19, -0.22, 5.15], [-1.97, 0.48, 5.31], [-3.91, 0.13, 7.15], [-4.72, -1.22, 6.33], [-3.07, -1.41, 6.95], [-3.87, 0.49, 4.68], [-3.06, -1.06, 4.46], [-1.32, -0.11, 5.69]], "lowdin_charge": [-0.005, -0.470, 0.027, -0.122, -0.069, -0.197, -0.222, -0.303, -0.282, 0.295, -0.287, -0.285, -0.434, -0.091, -0.085, 0.070, 0.057, 0.066, 0.054, 0.086, 0.091, 0.109, 0.104, 0.090, 0.071, 0.085, 0.083, 0.022, 0.024, -0.107, -0.041, 0.028, 0.032, 0.094, 0.058, 0.119, 0.057, 0.067, 0.073, 0.062, 0.072, 0.058, -0.086, -0.323, -0.076, 0.055, 0.074, 0.070, 0.110, 0.103, 0.071, -0.079, -0.309, -0.102, 0.077, 0.050, 0.065, 0.101, 0.113, 0.048, -0.095, -0.319, -0.090, 0.075, 0.072, 0.070, 0.113, 0.109, 0.082, -0.092, -0.320, -0.090, 0.066, 0.071, 0.074, 0.109, 0.106, 0.070, -0.080, -0.323, -0.083, 0.060, 0.074, 0.065, 0.109, 0.102, 0.064, -0.087, -0.321, -0.081, 0.066, 0.061, 0.070, 0.101, 0.112, 0.079, -0.102, -0.333, -0.079, 0.072, 0.067, 0.066, 0.116, 0.104, 0.076], "total_charge": -1, "homo_lumo_gap_ha": 0.2272}



# 4
{"formula": "C11H11ClO2Pd", "method": "ωB97M-V/def2-TZVPD", "symbols": ["C", "C", "C", "H", "C", "C", "H", "H", "H", "H", "Pd", "Cl", "C", "C", "C", "H", "C", "C", "H", "H", "H", "H", "O", "C", "O", "H"], "coordinates": [[-0.59, 0.30, 1.33], [-1.35, 1.41, 0.92], [-0.45, 2.48, 0.73], [-2.42, 1.41, 0.73], [0.84, 2.03, 1.00], [0.75, 0.69, 1.38], [1.58, 0.08, 1.72], [-0.97, -0.70, 1.44], [-0.73, 3.51, 0.48], [1.76, 2.63, 1.00], [0.00, 0.94, -0.41], [-1.17, -1.70, -1.33], [-2.02, 1.15, -3.45], [-1.08, 2.24, -3.41], [-1.67, 3.28, -2.63], [-0.14, 2.29, -3.94], [-2.93, 2.82, -2.15], [-3.15, 1.51, -2.67], [-4.01, 0.86, -2.48], [-1.87, 0.19, -3.96], [-1.20, 4.25, -2.43], [-3.62, 3.38, -1.53], [2.47, 0.64, -2.36], [1.39, 0.18, -2.67], [0.19, 0.59, -2.13], [1.20, -0.60, -3.44]], "lowdin_charge": [-0.315, -0.258, -0.261, 0.115, -0.275, -0.274, 0.101, 0.071, 0.106, 0.102, 1.227, -0.489, -0.228, -0.238, -0.244, 0.058, -0.250, -0.222, 0.048, 0.054, 0.040, 0.033, -0.053, -0.484, -0.484, 0.122], "total_charge": -2, "spin_multiplicity": 3, "homo_lumo_gap_ha": [0.1914, 0.1857]}



# 5
{"formula": "CH8N2", "method": "ωB97M-V/def2-TZVPD", "symbols": ["C", "N", "H", "H", "H", "H", "H", "N", "H", "H", "H"], "coordinates": [[1.95, 0.38, 1.30], [1.70, 0.92, -0.03], [2.92, -0.11, 1.32], [1.22, -0.36, 1.64], [1.98, 1.17, 2.05], [1.99, 0.26, -0.73], [0.73, 1.19, -0.13], [-3.22, -0.99, -1.17], [-4.05, -1.23, -0.63], [-2.41, -1.11, -0.57], [-3.14, -1.64, -1.94]], "lowdin_charge": [-0.213, -0.073, 0.066, 0.058, 0.063, 0.049, 0.051, -0.001, 0.003, 0.001, -0.002], "de_lowest_kcal_mol": 1.0, "homo_lumo_gap_ha": 0.3684}



# 6
{"formula": "C4H8N2", "method": "ωB97M-V/def2-TZVPD", "symbols": ["C", "C", "C", "C", "N", "N", "H", "H", "H", "H", "H", "H", "H", "H"], "coordinates": [[-0.68, 2.27, -0.64], [0.42, 0.03, -0.28], [1.63, -0.72, -0.39], [-1.73, -2.16, 1.24], [0.14, 1.20, -0.42], [-0.79, -1.41, 1.13], [-0.01, 2.89, -1.33], [2.56, -0.20, -0.09], [1.81, -1.11, -1.41], [1.33, -1.58, 0.46], [-0.78, 2.67, 0.39], [-2.50, -2.92, 1.24], [-1.57, 2.34, -1.39], [0.18, -1.30, 1.49]], "lowdin_charge": [0.037, -0.058, 0.020, 0.376, 0.164, 0.200, 0.206, 0.139, 0.134, 0.148, 0.147, 0.159, 0.202, 0.127], "total_charge": 2, "spin_multiplicity": 3, "de_lowest_kcal_mol": 91.3, "homo_lumo_gap_ha": [0.2648, 0.2647]}